12
Properties=species:S:1:pos:R:3:forces:R:3 method="wB97M-V/def2-TZVPD" orbital_gap_ev=8.14 max_force_ha_per_bohr=0.0119
N 0.14755 1.70293 -0.02889 0.208 0.060 0.046
C 0.47040 0.32264 -0.00228 -0.093 -0.320 0.070
C 1.72143 -0.34626 0.02094 -0.091 0.000 -0.001
O 1.76086 -1.59338 0.03844 -0.409 0.223 -0.012
N -0.45006 -1.93848 -0.00364 0.497 0.358 -0.027
C -0.50497 -0.66154 0.00539 0.122 -0.240 -0.077
N -1.91643 -0.72259 -0.03617 -0.137 0.022 -0.015
H 0.31832 2.15934 0.85909 0.031 0.062 -0.158
H 0.62979 2.19951 -0.76849 -0.115 0.012 0.135
H 2.65902 0.24419 0.01331 -0.183 -0.181 0.022
H -2.38660 -0.54494 -0.91168 0.042 -0.113 0.222
H -2.44932 -0.82145 0.81398 0.128 0.115 -0.204